ORCA calculation (wB97M-V/def2-TZVPD) on a single C10H13N3S molecule in a non-equilibrium geometry.

XYZ file:
```
27
C10H13N3S (wB97M-V/def2-TZVPD)
H -3.1862 0.1564 -1.2747
C -1.5709 -0.6409 -0.2089
C -0.3036 -1.2414 -0.2861
S 0.7653 -1.1407 1.1568
C 1.4437 1.1986 -0.0118
C -0.8035 -2.0386 -2.5078
H -0.8998 3.1965 1.3289
H 1.1279 1.9646 2.7903
H -0.5225 -2.4692 -3.4282
N 1.9754 -2.0585 1.0028
C -2.2749 -0.4576 -1.3929
H 1.3457 0.3821 -0.8930
H 0.9789 -2.5188 -1.4548
C 0.1251 -1.9082 -1.4516
H 0.5363 2.9012 -0.9350
N 1.1811 0.5409 1.2307
C 0.4203 1.4568 2.0529
H 2.5130 1.6445 -0.0613
C 0.4778 2.3414 -0.0752
H 0.2051 -2.3776 2.7963
H -2.4440 -1.1220 -3.4003
H -1.9373 -0.2132 0.6478
N -0.1334 -1.5941 2.2864
H 2.1702 -2.3086 -0.0046
C -1.9116 -1.1663 -2.4757
C -0.0452 2.5058 1.1056
H -0.4096 1.0308 2.5827
```

## Properties
* spin multiplicity: 1
* relative energy (zero: lowest compared OMol25 entry of this formula, charge and spin): 562.1 kJ/mol
* structure (SMILES): N=S(=N)(c1ccccc1)N1CC=CC1
* Kohn-Sham gap: 9.4 eV
* lowest unoccupied orbital energy: 0.58 eV
* HOMO: -0.3231 Ha

Results of the natural (NBO) charge analysis, in e, for atoms 1 through 5:
1 H 0.2231
2 C -0.1732
3 C -0.2855
4 S 2.0204
5 C -0.2547

***

ORCA calculation (wB97M-V/def2-TZVPD) on 2 unconnected molecules or ions with the total composition C10H13N4 in a non-equilibrium geometry.

XYZ file:
```
27
C10H13N4 (wB97M-V/def2-TZVPD)
N 1.0350 1.4807 -1.0374
C 1.0934 3.9401 -1.7538
H 1.5281 3.7009 1.0461
H -3.4282 -0.3649 -0.2063
H -2.4175 -3.9693 2.0325
C 1.1765 2.8483 -0.7745
C -2.1428 -3.1289 1.4160
N 1.5381 2.8863 0.4759
H 0.4374 4.7293 -1.3296
C 1.1907 0.7826 0.1179
H 2.0248 4.4518 -1.9938
C 1.6288 1.6477 1.0791
N 1.8084 -2.4415 -0.1952
C -2.7171 -1.0221 0.3177
H 0.8124 3.5441 -2.6595
H 2.5713 -2.4713 -0.8889
H 0.0163 -3.7106 1.0877
H 1.8369 1.4443 2.1825
C -3.0597 -2.0633 1.1449
C -1.4273 -1.0148 -0.2702
H 1.6841 -3.1712 0.5490
C -0.5018 -1.9923 0.0875
C -0.8484 -3.1246 0.9293
H -4.0426 -2.0700 1.6663
H -1.0596 -0.1874 -0.7459
H 0.5317 1.0033 -1.7570
N 0.7313 -1.7273 -0.5204
```

## Properties
* spin multiplicity: 1
* relative energy (zero: lowest compared OMol25 entry of this formula, charge and spin): 443.4 kJ/mol
* net charge: +1
* Kohn-Sham gap (alpha / beta): 7.7 / 5.9 eV
* lowest unoccupied orbital energy (alpha / beta): -4.29 / -4.81 eV
* HOMO (alpha / beta): -0.4410 / -0.3920 Ha

Results of the natural (NBO) charge analysis, in e, for atoms 1 through 5:
1 N -0.5492
2 C -0.6682
3 H 0.4358
4 H 0.2366
5 H 0.2359

***

ORCA calculation (wB97M-V/def2-TZVPD) on 2 unconnected molecules or ions with the total composition C10H13NO.

XYZ file:
```
25
C10H13NO (wB97M-V/def2-TZVPD)
H 4.1637 -0.6186 -1.7211
H 2.9285 -4.4003 0.6090
H 1.1432 -4.4445 0.4671
H 2.1231 -5.8232 -0.1231
H 2.4023 -2.3304 -1.1527
C 3.2036 -0.3542 -1.2781
H 0.5438 2.5755 0.1935
H -0.2030 -2.4110 -0.0394
H 3.2131 1.8301 -1.0392
C 1.1769 -4.4644 -2.1493
C 1.3933 0.6532 -0.3862
O 2.2283 -4.0884 -1.2822
C -0.7915 0.9195 0.5845
C 2.6983 0.8763 -0.9235
H 1.1728 -5.5516 -2.3354
C 1.1558 -0.7491 -0.4399
C 0.3910 1.4895 0.1385
C -0.0361 -1.3268 0.0093
H -1.9529 -0.8916 0.8834
H 0.1929 -4.1729 -1.7453
N 2.2757 -1.3289 -0.9868
H 1.3313 -3.9437 -3.1094
H -1.5817 1.5612 0.9963
C 2.0883 -4.7249 -0.0276
C -1.0042 -0.4741 0.5211
```

## Properties
* spin multiplicity: 1
* relative energy (zero: lowest compared OMol25 entry of this formula, charge and spin): 40.1 kJ/mol
* structure (SMILES): c1ccc2[nH]ccc2c1.COC
* Kohn-Sham gap: 8.5 eV
* lowest unoccupied orbital energy: 0.79 eV
* HOMO: -0.2820 Ha

Results of the natural (NBO) charge analysis, in e, for atoms 1 through 5:
1 H 0.2117
2 H 0.2028
3 H 0.1732
4 H 0.1769
5 H 0.4383

***

Question: Which of these has the highest relative energy (zero: lowest compared OMol25 entry of this formula, charge and spin)?
Answer: C10H13N3S

***

Question: Which of these has the lowest relative energy (zero: lowest compared OMol25 entry of this formula, charge and spin)?
Answer: C10H13NO

***

Please write out number 2 again, unchanged.
ORCA calculation (wB97M-V/def2-TZVPD) on 2 unconnected molecules or ions with the total composition C10H13N4 in a non-equilibrium geometry.

XYZ file:
```
27
C10H13N4 (wB97M-V/def2-TZVPD)
N 1.0350 1.4807 -1.0374
C 1.0934 3.9401 -1.7538
H 1.5281 3.7009 1.0461
H -3.4282 -0.3649 -0.2063
H -2.4175 -3.9693 2.0325
C 1.1765 2.8483 -0.7745
C -2.1428 -3.1289 1.4160
N 1.5381 2.8863 0.4759
H 0.4374 4.7293 -1.3296
C 1.1907 0.7826 0.1179
H 2.0248 4.4518 -1.9938
C 1.6288 1.6477 1.0791
N 1.8084 -2.4415 -0.1952
C -2.7171 -1.0221 0.3177
H 0.8124 3.5441 -2.6595
H 2.5713 -2.4713 -0.8889
H 0.0163 -3.7106 1.0877
H 1.8369 1.4443 2.1825
C -3.0597 -2.0633 1.1449
C -1.4273 -1.0148 -0.2702
H 1.6841 -3.1712 0.5490
C -0.5018 -1.9923 0.0875
C -0.8484 -3.1246 0.9293
H -4.0426 -2.0700 1.6663
H -1.0596 -0.1874 -0.7459
H 0.5317 1.0033 -1.7570
N 0.7313 -1.7273 -0.5204
```

## Properties
* spin multiplicity: 1
* relative energy (zero: lowest compared OMol25 entry of this formula, charge and spin): 443.4 kJ/mol
* net charge: +1
* Kohn-Sham gap (alpha / beta): 7.7 / 5.9 eV
* lowest unoccupied orbital energy (alpha / beta): -4.29 / -4.81 eV
* HOMO (alpha / beta): -0.4410 / -0.3920 Ha

Results of the natural (NBO) charge analysis, in e, for atoms 1 through 5:
1 N -0.5492
2 C -0.6682
3 H 0.4358
4 H 0.2366
5 H 0.2359